C35H55CuN4OP2S as an isolated structure in a non-equilibrium geometry. Source: the Open Molecules 2025 dataset; level of theory: ωB97M-V/def2-TZVPD.

Geometry (Å):
Cu (-0.59955, -0.25590, -0.01971)
S (0.11665, 1.43016, 2.52915)
P (-2.76873, -0.16615, -0.39633)
P (2.62917, -0.52769, -0.50380)
O (-1.26037, -0.89439, 2.68843)
N (0.63776, 0.94966, -1.00390)
N (1.23278, 0.92983, 4.94475)
N (-0.57225, -1.42547, -1.69755)
N (-1.06407, 1.12736, 4.96419)
C (-0.67535, -3.32006, -3.72209)
C (4.08370, 1.73626, -1.13813)
C (-2.67445, 2.53848, -1.02983)
C (5.45496, -0.38309, -1.18946)
C (0.49825, -3.10179, -3.02545)
C (1.30701, 0.36259, 6.29796)
C (-2.78889, -0.52944, -2.19890)
C (-0.75108, -0.09553, 1.92126)
C (0.53665, 3.30279, -3.04920)
C (0.08852, 1.15760, 4.29996)
C (-3.49466, 1.96053, 1.23788)
C (3.28760, -1.39635, 1.15764)
C (0.51407, 4.24385, -4.08150)
C (4.08913, 0.24420, -1.50266)
C (-4.87579, -2.09308, -0.65609)
C (-1.75687, -2.45990, -3.50633)
C (0.77931, 1.94734, -3.32394)
C (4.10855, -2.64741, 0.84291)
C (0.90395, 1.51622, -4.66225)
C (-4.97134, 1.48928, -0.77259)
C (-3.53577, 1.53163, -0.23987)
C (-3.76228, -1.62916, 0.29429)
C (0.72472, 3.82940, -5.40304)
C (-4.34853, -1.26296, 1.66606)
C (-1.66281, -1.53073, -2.47210)
C (2.08142, -1.82059, 2.00113)
C (0.06427, 0.72118, 7.07634)
C (0.89991, 1.09234, -2.16684)
C (-2.77186, -2.79490, 0.50144)
C (3.86411, 0.13235, -3.01654)
C (4.08376, -0.35860, 1.96791)
C (0.89492, 2.46733, -5.69058)
C (1.90841, -1.56864, -1.71982)
C (0.60888, -2.01695, -2.10169)
C (-1.18754, 0.47207, 6.27140)
H (4.87790, 2.23941, -1.70883)
H (0.02746, 0.12340, 7.98857)
H (-3.75917, -0.90070, -2.55008)
H (4.98877, -0.00185, 1.46460)
H (3.46166, 0.51869, 2.19867)
H (2.43817, -2.35563, 2.89702)
H (-3.04506, 3.55583, -0.83002)
H (-2.70866, 2.37463, -2.11402)
H (-4.06164, 1.29041, 1.89274)
H (2.68476, -2.22974, -2.13831)
H (-0.76347, -4.13125, -4.44236)
H (-5.54156, -1.27904, -0.97169)
H (-3.55556, -0.96242, 2.36312)
H (-4.47787, -2.59359, -1.54952)
H (0.38668, 3.61276, -2.01280)
H (-5.39300, 2.50315, -0.71188)
H (4.25940, 1.90647, -0.06858)
H (-4.82693, -2.16058, 2.08771)
H (0.74522, 4.56511, -6.21229)
H (6.21763, 0.14784, -1.78323)
H (1.02596, 2.14445, -6.72612)
H (-1.33431, -0.60683, 6.12139)
H (-3.31876, -3.64846, 0.92858)
H (2.20911, 0.75764, 6.76961)
H (5.49315, -1.43955, -1.48455)
H (3.88703, -0.90572, -3.36576)
H (-1.90289, 1.27460, 4.41167)
H (-1.62257, 2.49461, -0.71046)
H (3.52006, -3.36780, 0.25952)
H (-2.58323, 0.39483, -2.76434)
H (1.40805, -2.49027, 1.45183)
H (-5.49024, -2.83614, -0.12297)
H (0.33969, 5.29494, -3.84548)
H (3.12512, 2.19577, -1.40569)
H (-1.98319, -2.51104, 1.20941)
H (-2.68617, -2.52090, -4.07142)
H (4.66367, 0.69267, -3.52934)
H (1.37366, -3.73337, -3.16271)
H (-2.07665, 0.87885, 6.75514)
H (0.10802, 1.76986, 7.37870)
H (2.90652, 0.57699, -3.30375)
H (-2.45887, 2.00963, 1.60280)
H (1.00792, 0.44749, -4.86595)
H (-3.93501, 2.96476, 1.32034)
H (4.38422, -3.13262, 1.79366)
H (4.39689, -0.81623, 2.92036)
H (1.40775, -0.72906, 6.22081)
H (-5.62143, 0.83002, -0.18199)
H (-5.11576, -0.48030, 1.60692)
H (1.50389, -0.95143, 2.34111)
H (5.03821, -2.43650, 0.30332)
H (-5.01656, 1.17570, -1.82472)
H (5.75353, -0.29497, -0.13940)
H (-2.31163, -3.11615, -0.44016)
H (2.07375, 0.98793, 4.37832)

Atomic forces in eV per Å
0.43 -0.90 -0.24
0.34 0.73 1.39
-0.93 -0.26 -0.67
-0.04 0.09 1.68
0.93 1.77 -0.85
0.63 1.60 -4.71
-0.34 -0.10 -0.71
0.48 0.45 0.16
0.20 -0.33 -0.74
1.02 -0.03 0.45
0.22 0.03 -0.04
0.04 -0.13 -0.05
0.25 0.18 -0.23
-0.62 -0.48 -0.63
0.27 -0.18 -0.20
0.47 -0.25 -0.19
-0.75 -2.09 0.95
0.09 0.33 -0.08
0.07 0.22 0.06
-0.12 0.08 0.06
0.19 -0.09 -1.23
0.07 -0.39 -0.06
-0.03 -0.27 0.53
-0.21 -0.08 0.01
-0.81 0.94 0.66
0.06 -0.08 -0.98
0.25 -0.18 0.38
0.07 0.29 0.29
-0.21 0.37 0.02
-0.12 -0.38 0.24
0.03 0.20 0.21
-0.04 -0.19 0.19
-0.13 -0.12 0.16
-0.60 -0.57 -0.92
-0.08 0.14 -0.15
0.00 0.35 0.56
-2.02 1.02 3.91
0.16 0.09 -0.01
-0.02 0.04 -0.01
-0.02 -0.10 -0.02
-0.12 -0.08 0.27
-0.05 -2.06 -0.02
1.03 0.59 0.69
-0.23 -0.17 -0.19
-0.14 0.02 0.16
0.02 0.06 -0.05
0.29 0.09 0.13
-0.29 -0.10 0.21
0.06 -0.13 -0.11
-0.07 0.08 -0.23
0.05 -0.29 -0.06
-0.02 0.06 0.24
0.11 0.18 -0.17
-0.44 0.17 -0.19
0.12 0.14 0.16
0.14 -0.20 0.07
-0.27 -0.01 -0.18
-0.06 0.16 0.25
0.11 -0.07 -0.33
0.01 -0.20 -0.06
-0.03 -0.05 -0.19
0.10 0.22 -0.12
-0.03 -0.30 0.31
-0.13 -0.13 0.13
-0.07 0.09 0.37
-0.06 0.23 -0.05
0.07 0.20 -0.13
-0.15 -0.07 0.01
-0.03 0.25 0.06
-0.01 0.26 0.03
0.28 -0.12 0.12
-0.22 0.01 -0.07
0.10 0.18 0.10
0.07 -0.27 0.27
0.08 0.07 0.06
0.17 0.21 -0.13
0.08 -0.32 -0.11
0.20 -0.01 0.09
-0.18 -0.15 -0.20
0.31 -0.03 0.05
-0.17 -0.17 0.14
-0.23 0.15 -0.11
0.15 -0.06 0.04
-0.02 -0.02 -0.03
0.37 -0.21 -0.06
-0.28 0.05 -0.12
0.11 0.38 -0.01
0.12 -0.19 0.02
0.02 -0.05 -0.21
-0.05 0.08 -0.17
0.05 0.23 -0.07
0.22 0.15 -0.13
0.17 -0.20 0.00
0.19 -0.20 -0.12
-0.29 -0.03 0.15
0.05 0.06 0.25
-0.08 -0.08 -0.37
-0.10 0.03 0.17
-0.20 -0.18 0.16

As for the charge: +1. For the energy above the lowest of the compared OMol25 structures with the same formula, charge and spin, the calculation gives 62.1 kJ/mol. Its HOMO-LUMO gap (spin up / spin down) is 6.037 / 4.735 eV. For the highest occupied orbital energy (spin up / spin down), the calculation gives -8.46 / -8.40 eV. The spin multiplicity is 2.